C24H48Ba2NO12 | ωB97M-V/def2-TZVPD

Properties
- Maximum force: 8.18 eV Å⁻¹
- 2S+1: 1
- Total energy: -1950.458614 Ha
- Total charge: +3
- Frontier orbital gap: 1.452 eV

Atoms and positions in Å:
Ba -0.5344 5.0605 -11.6928
Ba -4.7782 9.2040 -10.6560
C -1.0558 7.7494 -6.0138
C -0.9517 7.2689 -7.4765
O -1.7746 7.5108 -8.2972
O -0.0492 6.4226 -7.8172
H -2.0899 7.6942 -5.6737
H -0.5825 8.7304 -5.9714
H -0.4012 7.1530 -5.3783
C 2.2956 10.8950 0.0478
C 1.4248 11.9802 -0.0800
C 0.0930 11.8482 -0.4729
C -0.3844 10.5878 -0.8784
C 0.5237 9.5111 -0.9763
C 1.8421 9.6491 -0.4256
N -1.7187 10.5175 -1.4191
O -2.0025 9.4301 -1.7959
O -2.5903 11.3416 -1.3470
H 3.2284 11.1762 0.5138
H 1.8899 12.9415 0.0812
H -0.5744 12.6600 -0.2240
H 0.2453 8.5735 -1.4344
H 2.6086 8.9189 -0.6394
C 5.2421 6.6321 -5.5494
O 6.5150 5.8721 -5.5470
C 7.4977 5.9812 -6.6749
C 7.0306 4.9498 -7.7488
O 7.3276 5.3275 -9.1125
C 8.7350 5.3887 -9.4619
H 5.0023 6.6984 -4.4882
H 4.4563 6.2634 -6.2086
H 5.5588 7.6618 -5.7154
H 8.5466 5.9096 -6.3872
H 7.3733 6.9357 -7.1862
H 5.9514 4.9725 -7.9002
H 7.1890 3.8947 -7.5257
H 9.3518 6.1439 -8.9748
H 8.6071 5.6211 -10.5192
H 9.2183 4.4122 -9.4944
C -3.8988 3.2729 4.0978
O -4.0052 4.4922 3.3697
C -5.3392 4.7022 2.7875
C -5.4838 4.1615 1.3317
O -4.8100 4.9458 0.3208
C -4.8916 4.2984 -0.9094
H -2.9889 2.9937 4.6290
H -3.8792 2.4255 3.4125
H -4.6757 3.0487 4.8288
H -5.3932 5.7876 2.8711
H -6.1183 4.2543 3.4043
H -6.5492 4.1355 1.1028
H -5.1217 3.1334 1.3318
H -4.5177 5.0116 -1.6440
H -5.8007 3.7136 -1.0496
H -4.1918 3.4638 -0.9523
C -5.9020 10.6582 -6.4320
O -6.0771 9.3389 -6.9512
C -7.2974 8.6985 -6.6004
C -8.3816 9.3215 -7.3879
O -8.0024 9.4156 -8.7572
C -9.0526 9.6962 -9.6292
H -4.8489 10.8766 -6.6091
H -6.2357 10.6873 -5.3947
H -6.4789 11.3515 -7.0440
H -7.4773 8.7292 -5.5258
H -7.2437 7.6387 -6.8497
H -8.5585 10.3288 -7.0108
H -9.2885 8.7441 -7.2083
H -9.6083 10.6201 -9.4689
H -9.7311 8.8446 -9.6793
H -8.6511 9.8791 -10.6259
C -3.1465 2.0207 -13.7397
O -2.3155 1.8850 -12.6400
C -1.4502 0.7754 -12.6672
C -0.8453 0.4020 -11.3237
O -0.8457 1.4766 -10.4076
C -0.4071 1.0291 -9.0935
H -3.9870 2.6934 -13.5695
H -3.7986 1.1602 -13.8886
H -2.5657 1.9711 -14.6608
H -0.7388 0.9779 -13.4678
H -2.0420 -0.1073 -12.9098
H 0.1688 0.0022 -11.3224
H -1.3451 -0.4523 -10.8672
H -1.0441 0.2195 -8.7375
H -0.5460 1.8531 -8.3936
H 0.6690 0.8666 -9.0320

Atomic partial charges in e from the Löwdin method, atoms 1 to 8: Ba 1.79; Ba 1.85; C 0.01; C -0.81; O -0.11; O -0.11; H 0.08; H 0.08